Entry 1:
Molecular formula: C32H30AuCl5N3O4S
Method: DFT, the ωB97M-V functional and the def2-TZVPD basis

```
! RIJCOSX wB97M-V def2-TZVPD def2/J DEFGRID3
* xyz 1 1
Au 0.81957 0.98288 -0.81115
C -1.57361 -3.07819 5.78177
O -1.37222 -2.69606 4.43524
C -2.30953 -3.01148 3.49973
C -3.48181 -3.71843 3.72957
C -4.35251 -3.97785 2.68316
C -4.07113 -3.53016 1.40427
C -2.91441 -2.80872 1.15848
C -2.03010 -2.54313 2.19491
N -0.90733 -1.71565 2.07659
C -0.19642 -1.30433 0.99798
N -0.20536 -2.10087 -0.08568
C 0.29040 -1.94694 -1.37862
C 0.89174 -0.81144 -1.89413
C 1.36323 -0.80156 -3.19430
C 1.23839 -1.92779 -3.98908
C 0.60226 -3.05967 -3.50470
C 0.12107 -3.08946 -2.20786
O -0.50325 -4.15331 -1.61386
C -1.36229 -4.98178 -2.38037
N 0.55457 -0.22486 1.09068
C 0.30003 0.67422 2.13286
C -0.99133 1.21676 2.24258
C -1.32590 2.10615 3.23241
C -0.37109 2.43902 4.19290
C 0.90401 1.93575 4.09553
C 1.29301 1.09345 3.04160
O 2.57740 0.70715 3.07932
C 3.23414 0.16594 1.95528
H -0.67727 -2.75590 6.31038
H -1.67789 -4.16094 5.88461
H -2.44522 -2.57716 6.21044
H -3.73694 -4.06447 4.72004
H -5.26582 -4.51960 2.87315
H -4.76275 -3.71996 0.59810
H -2.73138 -2.42436 0.16767
H -0.63483 -1.29240 2.95606
H -0.63397 -3.01589 0.04132
H 1.83883 0.08371 -3.58889
H 1.62236 -1.91976 -4.99762
H 0.49570 -3.92392 -4.13863
H -0.87336 -5.40392 -3.25945
H -2.25075 -4.42609 -2.69420
H -1.66214 -5.79306 -1.71572
H -1.71913 0.92212 1.49870
H -2.31478 2.53680 3.26195
H -0.62503 3.11378 4.99396
H 1.66189 2.18142 4.82314
H 4.25811 -0.00459 2.28392
H 3.23694 0.86790 1.11651
H 2.78491 -0.77735 1.63898
Cl 1.00234 3.65920 0.83441
C -0.43273 3.62428 -0.12191
C -0.62594 2.52924 -0.94524
C -1.76788 2.46875 -1.72139
Cl -2.02746 1.11456 -2.74860
C -2.71392 3.49466 -1.69188
Cl -4.11528 3.40560 -2.67479
C -2.50488 4.59415 -0.86029
Cl -3.65617 5.85601 -0.81079
C -1.35665 4.66657 -0.06875
Cl -1.10140 6.00897 0.95554
O 3.51053 2.77215 -1.02709
S 2.89316 2.17950 -2.20947
C 4.27336 1.69345 -3.36318
C 4.03938 2.43956 -4.66143
C 3.48048 3.80720 -4.27167
C 2.33020 3.54163 -3.31872
H 4.26651 0.60984 -3.46295
H 5.18389 2.00399 -2.85499
H 3.32083 1.90767 -5.28857
H 4.97127 2.54169 -5.21892
H 3.15313 4.37567 -5.14477
H 4.25376 4.37705 -3.75205
H 1.44296 3.17604 -3.83336
H 2.07149 4.38661 -2.68867
*
```

**Frontier orbital gap (spin up / spin down)**: 5.16 / 5.29 eV
**Energy relative to the best compared isomer or geometry (same formula, charge and spin)**: 15.1 kcal/mol
**E_HOMO (spin up / spin down)**: -10.73 / -10.69 eV


Entry 2:
Molecular formula: C32H30Br3N6O2W
Method: DFT, the ωB97M-V functional and the def2-TZVPD basis

```
! RIJCOSX wB97M-V def2-TZVPD def2/J DEFGRID3
* xyz 3 1
W -0.37922 0.37984 -0.19163
Br 2.06680 2.07502 6.64691
C 1.16926 1.58820 5.07871
C -0.20354 1.84311 4.95330
C -0.89969 1.49377 3.80895
C -0.21371 0.89907 2.76216
O -0.86319 0.54062 1.64292
C 1.15662 0.62009 2.87191
C 1.81832 -0.15080 1.88031
N 1.35365 -0.50561 0.70779
C 2.06923 -1.51027 -0.01875
C 3.06331 -2.31764 0.47566
C 3.69158 -3.26379 -0.35778
C 3.29588 -3.42377 -1.65465
C 2.23104 -2.64856 -2.16856
C 1.72200 -2.80908 -3.47358
C 0.65109 -2.05322 -3.87119
C 0.09752 -1.13398 -2.97944
N 0.55536 -0.92909 -1.74707
C 1.62006 -1.68978 -1.33700
C 1.84164 0.96259 4.05599
H -0.72931 2.31406 5.77415
H -1.96235 1.67888 3.72619
H 2.80768 -0.50960 2.14746
H 3.37630 -2.27101 1.50969
H 4.48322 -3.87605 0.05138
H 3.76851 -4.15868 -2.29343
H 2.17128 -3.53593 -4.13953
H 0.21701 -2.15520 -4.85559
H -0.76616 -0.56751 -3.28817
H 2.89422 0.72784 4.15912
O 1.48189 6.09002 1.72673
C 1.23902 4.88861 1.25151
C 2.21945 3.91792 0.99212
C 1.82904 2.69827 0.50648
N 0.54207 2.37566 0.25424
C -0.37253 3.32516 0.50857
Br -2.14868 2.78636 0.13376
C -0.10424 4.57205 0.99250
H 2.42049 6.26168 1.89347
H 3.26830 4.11531 1.17018
H 2.56569 1.93455 0.29438
H -0.88407 5.29626 1.18277
Br -3.09545 0.92259 -2.63564
C -1.47400 1.79035 -3.01870
C -1.41408 2.58746 -4.14892
C -0.19203 3.12155 -4.51374
C 0.92891 2.81525 -3.75132
C 0.77411 2.03270 -2.63205
N -0.41874 1.53866 -2.23049
H -2.30826 2.76116 -4.73024
H -0.11125 3.74644 -5.39376
H 1.91165 3.17420 -4.02226
H 1.63003 1.76501 -2.03058
C -1.94399 -2.37979 -1.06272
C -2.95386 -3.50654 -0.70930
N -3.29853 -3.45578 0.69883
C -2.09287 -3.56064 1.50222
C -1.12559 -2.38406 1.19721
N -1.70120 -1.49484 0.12856
C -3.05138 -1.00620 0.59771
C -3.96583 -2.19919 0.98206
H -2.30902 -1.75566 -1.87703
H -0.98679 -2.81089 -1.35071
H -2.51780 -4.47916 -0.93513
H -3.86352 -3.40850 -1.30080
H -1.61087 -4.51500 1.29291
H -2.37113 -3.55589 2.55526
H -0.16597 -2.74836 0.82703
H -0.94902 -1.77896 2.08347
H -3.47887 -0.42295 -0.21677
H -2.89185 -0.34952 1.44743
H -4.89958 -2.15797 0.42262
H -4.21409 -2.16083 2.04193
*
```

**Frontier orbital gap**: 5.51 eV
**E_HOMO**: -15.78 eV


Entry 3:
Molecular formula: C32H30BrN5O4SV
Method: DFT, the ωB97M-V functional and the def2-TZVPD basis

```
! RIJCOSX wB97M-V def2-TZVPD def2/J DEFGRID3
* xyz 0 4
V -0.31702 1.44380 1.36657
C -0.85312 -2.65592 -2.32965
O -0.98559 -1.69405 -3.37566
C 0.14307 -1.40579 -4.09304
C 0.08257 -1.63203 -5.46405
C 1.15489 -1.34885 -6.28981
C 2.31642 -0.82092 -5.74286
C 2.37163 -0.55528 -4.38790
C 1.29612 -0.82863 -3.54131
N 1.45499 -0.55148 -2.16755
C 0.62539 0.20797 -1.36550
N -0.42634 0.75101 -1.99385
C -1.66763 1.18923 -1.46840
C -1.90775 1.42398 -0.11686
C -3.24023 1.77100 0.18423
C -4.23854 1.88156 -0.76702
C -3.94587 1.67391 -2.11226
C -2.65510 1.33382 -2.45950
O -2.23980 1.12137 -3.75510
C -3.22756 0.76720 -4.70140
N 0.89674 0.38359 -0.10317
C 2.04608 -0.28060 0.40378
C 3.24610 0.40447 0.53314
C 4.37421 -0.20511 1.06826
C 4.30161 -1.52301 1.48042
C 3.11413 -2.23499 1.35300
C 1.98905 -1.62230 0.81465
O 0.79325 -2.24609 0.64626
C 0.72801 -3.62556 0.93969
H -1.85029 -2.78033 -1.91440
H -0.17808 -2.32268 -1.54387
H -0.50400 -3.60927 -2.73742
H -0.83257 -2.05874 -5.85362
H 1.08678 -1.54613 -7.35106
H 3.16847 -0.59594 -6.36978
H 3.25887 -0.10680 -3.95664
H 2.38588 -0.67712 -1.79994
H -0.46832 0.60020 -2.99142
H -3.51996 1.95235 1.21723
H -5.25041 2.13673 -0.47473
H -4.71350 1.77435 -2.86685
H -3.84544 1.62585 -4.97678
H -3.86643 -0.03096 -4.31602
H -2.69609 0.41669 -5.58341
H 3.26876 1.44335 0.23105
H 5.29406 0.35473 1.16980
H 5.16797 -2.01228 1.90636
H 3.07410 -3.26458 1.67859
H -0.28924 -3.93428 0.71003
H 0.93351 -3.82341 1.99542
H 1.43040 -4.19786 0.32607
O -0.32213 -0.10308 2.69425
N 0.73974 -0.38818 3.43870
C 0.76559 -1.61456 4.00399
C 1.81046 -2.02024 4.78450
C 2.86859 -1.12927 4.99456
C 2.82332 0.11324 4.41994
C 1.74016 0.52431 3.61704
S 1.64472 2.06452 2.89196
H -0.10367 -2.21073 3.77044
H 1.79718 -3.00748 5.22177
H 3.71638 -1.41772 5.60137
H 3.62177 0.82755 4.55787
Br -3.61172 1.94886 6.17214
C -2.88124 2.79663 4.65126
C -3.13846 4.13126 4.39597
C -2.58063 4.68974 3.25752
C -1.80339 3.89625 2.43429
N -1.55299 2.61113 2.69334
C -2.08356 2.06623 3.78863
H -3.75699 4.71274 5.06525
H -2.75200 5.72667 3.00619
H -1.36970 4.29339 1.52468
H -1.85559 1.02262 3.96061
*
```

**Frontier orbital gap (spin up / spin down)**: 6.99 / 7.90 eV
**Energy relative to the best compared isomer or geometry (same formula, charge and spin)**: 0.0 kcal/mol
**E_HOMO (spin up / spin down)**: -6.36 / -7.37 eV


| no. | molar mass (g mol⁻¹) |
| --- | --- |
| 1 | 926.91 |
| 2 | 954.18 |
| 3 | 711.54 |